1.
{
  "formula": "C3H5FO2S",
  "method": "wB97M-V/def2-TZVPD",
  "charge": 0,
  "energy_ha": -765.817365,
  "spin_multiplicity": 1,
  "smiles": "O=C(O)[C@@H](S)CF",
  "gap_ev": 10.4,
  "de_lowest_kcal_mol": 12.0,
  "lumo_energy_ev": 0.1382,
  "elements": ["O", "C", "O", "C", "S", "C", "F", "H", "H", "H", "H", "H"],
  "xyz": [[-1.17, -0.22, -1.52], [-0.92, -0.29, -0.31], [-1.73, -0.90, 0.57], [0.20, 0.30, 0.44], [1.11, -1.16, 0.98], [0.95, 1.06, -0.64], [0.12, 2.21, -0.91], [-1.47, -0.96, 1.48], [-0.18, 0.82, 1.33], [1.56, -0.56, 2.06], [1.93, 1.41, -0.13], [1.11, 0.53, -1.52]]
}

---

2.
{
  "formula": "C9H18F6NO7PSTa",
  "method": "wB97M-V/def2-TZVPD",
  "charge": -1,
  "energy_ha": -2331.049741,
  "spin_multiplicity": 1,
  "gap_ev": 7.8,
  "lumo_energy_ev": 1.2956,
  "elements": ["C", "C", "C", "C", "C", "C", "C", "Ta", "F", "O", "N", "O", "C", "F", "F", "C", "F", "F", "P", "O", "O", "O", "S", "O", "O", "F", "H", "H", "H", "H", "H", "H", "H", "H", "H", "H", "H", "H", "H", "H", "H", "H", "H", "H"],
  "xyz": [[-2.51, -1.05, 4.14], [-1.58, -0.01, 4.77], [-0.95, 0.99, 3.79], [-1.80, 1.38, 2.57], [-1.53, 0.54, 1.32], [-0.56, 1.20, 0.34], [-0.63, 0.64, -1.10], [0.92, -0.64, -1.88], [2.27, -1.51, -2.84], [-0.18, -2.27, -1.95], [0.38, -3.51, -2.44], [0.43, -4.32, -1.61], [0.03, 0.01, -3.89], [-1.34, -0.25, -3.84], [0.14, 1.35, -4.19], [0.53, -0.76, -5.11], [1.80, -0.33, -5.42], [-0.25, -0.50, -6.21], [2.59, 1.40, -1.81], [2.11, 2.60, -1.05], [3.97, 0.84, -1.14], [3.05, 1.72, -3.32], [1.81, -1.46, 0.47], [2.57, -2.63, 0.15], [2.36, -0.45, 1.35], [0.59, -2.06, 1.38], [-3.41, -0.61, 3.71], [-2.00, -1.59, 3.34], [-2.83, -1.79, 4.89], [-2.13, 0.51, 5.56], [-0.77, -0.55, 5.27], [-0.69, 1.89, 4.35], [-0.01, 0.58, 3.43], [-1.62, 2.43, 2.34], [-2.86, 1.32, 2.83], [-2.46, 0.30, 0.79], [-1.11, -0.42, 1.63], [0.45, 1.11, 0.74], [-0.75, 2.28, 0.31], [-0.65, 1.49, -1.80], [-1.58, 0.12, -1.27], [0.56, -1.83, -4.94], [4.10, 1.26, -0.29], [3.55, 2.55, -3.36]]
}

---

3.
{
  "formula": "C34H34N3O2PRu",
  "method": "wB97M-V/def2-TZVPD",
  "charge": 3,
  "energy_ha": -2066.054257,
  "spin_multiplicity": 2,
  "gap_ev": [7.0, 6.2],
  "lumo_energy_ev": [-10.0369, -10.8579],
  "elements": ["Ru", "C", "C", "C", "C", "C", "C", "C", "C", "C", "H", "H", "H", "H", "H", "H", "H", "H", "H", "H", "H", "H", "O", "N", "C", "C", "C", "C", "C", "C", "C", "P", "C", "C", "C", "C", "C", "C", "C", "C", "C", "C", "C", "C", "H", "H", "H", "H", "H", "H", "H", "H", "H", "H", "H", "H", "H", "H", "H", "H", "N", "C", "O", "C", "C", "C", "N", "C", "C", "H", "H", "H", "H", "H", "H"],
  "xyz": [[0.19, -0.23, -0.15], [-0.25, -2.74, 2.70], [-0.06, -1.35, 2.20], [-1.16, -0.50, 1.96], [-0.99, 0.88, 1.79], [-2.18, 1.79, 1.81], [0.31, 1.40, 1.75], [1.42, 0.59, 1.94], [2.79, 1.19, 2.07], [1.22, -0.80, 2.11], [-0.17, -2.71, 3.79], [0.52, -3.42, 2.34], [-1.23, -3.13, 2.46], [-2.16, -0.90, 2.04], [-2.41, 2.03, 2.85], [-3.07, 1.32, 1.38], [-1.99, 2.74, 1.30], [0.45, 2.47, 1.66], [2.92, 1.49, 3.11], [2.90, 2.08, 1.46], [3.57, 0.47, 1.84], [2.07, -1.44, 2.32], [-0.31, 2.39, -0.80], [-0.74, 1.17, -1.36], [-1.78, 1.27, -2.09], [-2.34, 0.23, -2.93], [-3.22, 0.65, -3.93], [-3.62, -0.24, -4.92], [-3.15, -1.55, -4.89], [-2.32, -1.98, -3.86], [-1.91, -1.09, -2.87], [-0.97, -1.81, -1.52], [-2.11, -2.91, -0.69], [-3.49, -2.76, -0.87], [-4.35, -3.66, -0.26], [-3.85, -4.69, 0.53], [-2.48, -4.82, 0.71], [-1.61, -3.92, 0.12], [0.30, -2.75, -2.36], [0.36, -4.14, -2.33], [1.28, -4.80, -3.12], [2.15, -4.08, -3.93], [2.09, -2.69, -3.97], [1.17, -2.02, -3.18], [-0.89, 3.10, -1.11], [-2.23, 2.26, -2.20], [-3.57, 1.67, -3.95], [-4.28, 0.09, -5.71], [-3.45, -2.24, -5.67], [-1.99, -3.01, -3.84], [-3.89, -1.97, -1.49], [-5.42, -3.57, -0.41], [-4.53, -5.39, 1.00], [-2.09, -5.63, 1.32], [-0.54, -4.04, 0.25], [-0.33, -4.72, -1.72], [1.32, -5.88, -3.12], [2.87, -4.60, -4.55], [2.76, -2.13, -4.61], [1.10, -0.94, -3.23], [6.38, 0.45, -3.68], [5.20, -0.19, -3.75], [4.83, -0.92, -4.64], [4.20, 0.03, -2.64], [3.34, 1.12, -2.65], [2.28, 1.16, -1.77], [2.06, 0.16, -0.88], [2.92, -0.88, -0.85], [3.99, -0.97, -1.69], [7.05, 0.30, -4.42], [6.64, 1.04, -2.91], [3.47, 1.93, -3.36], [1.60, 1.99, -1.75], [2.73, -1.65, -0.11], [4.65, -1.83, -1.64]]
}

---

4.
{
  "formula": "C30H44Cl2NPPmS",
  "method": "wB97M-V/def2-TZVPD",
  "charge": -1,
  "energy_ha": -3492.571926,
  "spin_multiplicity": 5,
  "gap_ev": [4.4, 4.5],
  "lumo_energy_ev": [2.0097, 2.0071],
  "elements": ["P", "C", "C", "C", "C", "C", "C", "C", "C", "C", "C", "C", "C", "C", "C", "C", "C", "C", "C", "H", "H", "H", "H", "H", "H", "H", "H", "H", "H", "H", "H", "H", "H", "H", "H", "H", "H", "H", "H", "H", "H", "H", "H", "H", "H", "H", "H", "H", "H", "H", "H", "H", "Pm", "Cl", "Cl", "C", "H", "C", "C", "C", "C", "C", "C", "H", "H", "H", "H", "H", "S", "C", "N", "C", "C", "C", "C", "H", "H", "H", "H", "H"],
  "xyz": [[0.14, -0.97, -1.37], [1.74, -0.36, -2.15], [2.05, -0.70, -3.62], [3.48, -0.27, -3.98], [3.69, 1.23, -3.73], [3.35, 1.60, -2.28], [1.92, 1.15, -1.91], [-1.28, -0.07, -2.19], [-1.28, 0.11, -3.71], [-2.62, 0.68, -4.20], [-2.94, 2.01, -3.50], [-2.92, 1.85, -1.97], [-1.58, 1.27, -1.49], [0.00, -2.67, -2.15], [1.19, -3.54, -1.69], [1.10, -4.97, -2.26], [-0.23, -5.64, -1.87], [-1.42, -4.78, -2.32], [-1.33, -3.36, -1.75], [2.50, -0.87, -1.53], [1.34, -0.20, -4.28], [1.94, -1.78, -3.80], [3.69, -0.51, -5.03], [4.19, -0.84, -3.37], [4.72, 1.52, -3.96], [3.04, 1.80, -4.41], [4.06, 1.11, -1.60], [3.45, 2.68, -2.13], [1.70, 1.40, -0.87], [1.21, 1.71, -2.53], [-2.13, -0.74, -1.94], [-3.42, -0.04, -3.98], [-1.07, -0.84, -4.22], [-0.48, 0.81, -3.99], [-2.60, 0.82, -5.29], [-3.92, 2.39, -3.83], [-2.20, 2.76, -3.79], [-3.11, 2.82, -1.49], [-3.74, 1.18, -1.67], [-1.60, 1.12, -0.40], [-0.78, 1.99, -1.70], [0.03, -2.59, -3.24], [2.13, -3.08, -1.99], [1.19, -3.58, -0.59], [1.18, -4.92, -3.35], [1.95, -5.56, -1.90], [-0.26, -5.77, -0.78], [-0.29, -6.64, -2.32], [-2.36, -5.25, -2.00], [-1.44, -4.73, -3.42], [-2.18, -2.77, -2.11], [-1.40, -3.39, -0.66], [0.02, 0.04, 3.07], [-2.00, -0.64, 2.23], [2.25, 0.08, 2.51], [-0.32, 1.54, 4.08], [-0.58, 1.51, 5.14], [-0.40, 2.86, 3.47], [-1.11, 3.88, 4.14], [-1.25, 5.14, 3.57], [-0.69, 5.41, 2.32], [0.03, 4.42, 1.65], [0.17, 3.16, 2.22], [-1.55, 3.67, 5.11], [-1.80, 5.92, 4.10], [0.49, 4.63, 0.69], [0.77, 2.40, 1.71], [-0.80, 6.40, 1.88], [0.32, -1.93, 4.97], [0.07, -1.00, 6.27], [-1.09, -1.12, 6.99], [-1.32, -0.37, 8.10], [-0.37, 0.55, 8.54], [0.82, 0.69, 7.83], [1.05, -0.09, 6.69], [-1.82, -1.80, 6.68], [-2.25, -0.49, 8.65], [-0.55, 1.14, 9.42], [1.57, 1.40, 8.16], [1.97, 0.02, 6.14]]
}